ORCA calculation (ωB97M-V with the def2-TZVPD basis set) on C10H21CdNO8 as an isolated structure.

Cartesian coordinates (Å):
N 1.03 -0.86 1.22
Cd -0.40 0.76 0.77
O -3.56 -0.30 1.59
H 1.91 -2.29 -1.71
O -1.90 -0.53 0.13
C -3.05 -0.67 0.51
O -0.22 0.98 2.88
C -1.70 3.85 1.06
H -3.27 -2.59 -0.42
H 1.85 3.68 -2.10
H -0.50 -4.99 -0.70
C 2.25 2.70 -1.84
C -0.14 -4.08 -1.18
H -0.68 5.39 -0.24
H 2.40 2.13 -2.76
H 3.55 -1.67 1.84
C 2.04 -1.41 0.22
H -2.28 5.81 0.15
C -1.66 4.94 -0.06
H 2.55 -0.55 -0.22
H -4.14 -1.27 -1.28
H -0.21 0.06 3.19
O 0.31 1.39 -1.20
H 0.39 -1.70 -1.17
C 1.33 1.96 -0.83
H 2.85 -3.26 1.25
H 0.14 -4.45 -2.17
C 1.29 -2.20 -0.82
H 4.03 -2.33 0.43
C 3.11 -2.23 1.01
H -1.93 4.59 -1.06
O 0.94 -3.48 -0.41
H 1.61 -0.50 1.97
H -1.04 -3.51 -1.39
C -3.84 -1.66 -0.31
O -2.05 4.26 2.15
O 1.48 2.13 0.38
H 3.27 2.98 -1.58
H 0.63 -1.69 1.63
O -1.63 2.57 0.93
H -4.77 -1.94 0.18

Spin multiplicity: 1
Charge: -2
E_HOMO (eV): -0.83
Frontier orbital gap (eV): 5.54

***

ORCA calculation (ωB97M-V with the def2-TZVPD basis set) on a 8-piece molecular cluster, C10H21Cl14NO3P overall.

Cartesian coordinates (Å):
Cl 2.63 3.26 -0.33
O -3.52 -1.60 1.83
Cl 1.05 6.22 -0.40
Cl 0.61 -5.34 0.44
Cl 0.58 5.35 2.36
H -2.32 -1.49 -1.05
C 3.43 1.71 -0.04
C 1.75 -2.75 -0.88
H -5.40 -2.10 0.27
H 3.52 1.19 -0.99
H 1.23 -3.67 -1.13
H 1.91 -1.87 -6.01
H -0.13 -0.97 2.01
C -1.17 0.92 4.85
C -2.43 -0.54 -0.52
Cl 2.48 0.72 1.06
P -3.73 -0.87 0.55
C 1.52 -5.50 1.94
H 4.41 1.88 0.39
Cl 1.71 -3.97 2.80
Cl -1.48 3.50 -4.01
Cl 0.05 1.93 -2.04
H -1.91 1.09 5.62
H 1.47 7.39 1.59
Cl 1.44 -1.55 -2.14
H 0.10 4.24 -2.44
H 2.60 6.02 1.35
N -0.17 -2.40 0.58
H -0.40 0.07 -0.62
H 1.37 -2.36 0.08
Cl 3.49 -3.13 -0.71
O -4.54 0.50 0.91
Cl 1.06 0.05 -4.97
C -0.68 3.49 -2.43
Cl -0.33 -0.60 5.22
C 0.91 -1.50 -5.79
H -0.55 -2.48 -0.37
Cl -1.97 0.88 3.29
H -1.42 3.71 -1.66
O -4.77 -1.72 -0.36
C -1.13 -0.16 0.17
H -0.43 1.72 4.85
H 0.99 -6.19 2.59
C 1.57 6.35 1.28
C -0.45 -1.23 1.00
Cl 0.02 -1.37 -7.32
H -1.20 0.76 0.74
H 2.51 -5.89 1.70
H 0.39 -2.18 -5.14
H -4.66 0.49 1.87

Spin multiplicity: 1
Charge: -1
E_HOMO (eV): -2.93
ΔE to the lowest compared entry with this formula, charge and spin (kJ/mol): 19.4
Frontier orbital gap (eV): 5.09

***

ORCA calculation (ωB97M-V with the def2-TZVPD basis set) on C10H21ClErINO3P as an isolated structure.

Cartesian coordinates (Å):
H -0.59 -3.77 0.64
O -1.89 0.20 2.66
Cl 2.40 -0.03 -1.78
C 3.58 1.31 4.43
C 0.82 3.65 0.88
O 2.58 1.40 5.03
C -2.29 -4.16 -2.72
H -2.93 -3.91 -3.58
C 4.89 1.25 3.87
H -2.19 2.99 1.57
Er 0.81 -0.25 0.09
C -1.94 3.01 0.50
H 4.89 1.97 3.03
H 5.67 1.50 4.62
H 0.57 3.87 1.92
C -0.36 -3.86 -0.44
H -1.49 -4.84 -3.08
H 1.87 3.32 0.81
H -0.71 -4.81 -0.85
H 5.01 0.22 3.48
H 0.09 3.54 -1.68
C -2.29 -1.69 -2.87
I 2.02 -1.09 2.45
H -1.98 4.04 0.13
H 0.79 1.88 -1.91
C -0.95 -2.71 -1.18
H -2.94 -2.04 -3.66
H -2.84 -1.06 -2.17
C -0.07 2.46 -1.53
H -2.90 -4.70 -1.97
H -0.99 2.15 -2.05
C -1.18 0.29 1.76
N -1.77 -2.88 -2.20
O -0.65 -1.51 -0.82
H -2.66 2.39 -0.05
H 0.73 -3.84 -0.51
H 0.65 4.52 0.23
H -1.48 -1.10 -3.31
P -0.27 2.32 0.28

Spin multiplicity: 4
Charge: +2
E_HOMO (alpha / beta) (eV): -15.12 / -15.11
ΔE to the lowest compared entry with this formula, charge and spin (kJ/mol): 0.0
Expectation value of S²: 3.75
Frontier orbital gap (alpha / beta) (eV): 7.65 / 7.64

***

ORCA calculation (ωB97M-V with the def2-TZVPD basis set) on a single C10H21ClSi molecule.

Cartesian coordinates (Å):
H -0.24 3.97 0.13
H -2.11 -2.30 0.50
C -0.73 -1.49 -1.01
H -1.76 -0.54 -2.58
H -0.98 0.67 1.30
H -2.76 -1.91 -1.10
H -1.12 -3.44 -1.98
H 0.57 -2.52 -2.42
H -0.03 1.81 -0.86
H 0.61 3.79 1.68
H 1.57 2.34 -0.16
Si 0.63 -0.80 0.27
H 0.35 -3.27 -0.89
C -2.05 -1.63 -0.25
C -0.12 3.31 0.88
C 0.16 0.82 1.13
C -0.78 -0.38 -2.04
H 2.23 0.05 -1.45
C 0.77 0.96 2.56
H 0.17 1.82 3.09
H 0.16 -0.27 -2.76
C 2.29 -0.52 -0.64
H -2.32 -0.77 0.18
H 0.96 -2.07 1.23
H 0.58 -0.10 3.00
C -0.16 -2.79 -1.61
H -0.99 0.62 -1.64
Cl 4.93 -0.95 -0.91
C 0.51 2.05 0.18
H 1.86 0.99 2.62
H -1.06 3.19 1.43
H 3.45 -1.99 0.63
C 3.35 -1.18 -0.18

Spin multiplicity: 1
Charge: 0
E_HOMO (eV): -8.90
ΔE to the lowest compared entry with this formula, charge and spin (kJ/mol): 477.1
Frontier orbital gap (eV): 9.67
SMILES: CC[C@H](C)[Si@H](/C=C/Cl)C(C)(C)C

***

ORCA calculation (ωB97M-V with the def2-TZVPD basis set) on C10H21INO2P2PbSe as an isolated structure.

Cartesian coordinates (Å):
C -2.34 4.38 -2.30
H 1.67 -3.54 -1.95
H 0.46 0.25 -3.20
H 2.10 -2.77 -3.51
H 0.41 -2.74 -2.92
C 1.56 -3.73 1.68
H -2.29 6.39 -1.56
H -2.61 1.11 1.56
H 4.19 -1.12 -2.12
O -3.20 3.63 -2.72
Pb 0.45 -0.07 0.30
H -2.67 -1.42 3.90
H -0.28 0.15 4.81
H 1.63 1.22 -2.32
H -3.11 6.20 -3.13
C 3.53 -1.09 -1.25
C -2.26 5.87 -2.52
H 0.97 0.60 3.64
H -1.60 -2.62 3.12
C 0.22 -0.15 3.89
I -0.72 3.42 -1.08
C -1.85 1.20 2.34
C -0.81 -2.62 -0.05
P -0.95 -0.37 2.51
H -1.17 2.01 2.03
H -2.87 -1.81 2.17
C 1.47 -2.68 -2.61
P 1.77 -1.14 -1.71
H -1.33 6.12 -3.04
H 3.75 -1.95 -0.60
N 1.29 -2.65 1.31
C 1.50 0.26 -2.83
H -2.33 1.49 3.28
O -1.15 -3.72 -0.06
C -2.13 -1.67 2.97
H 0.75 -1.10 4.06
H 2.17 0.22 -3.69
Se 2.04 -5.35 2.29
H 3.75 -0.19 -0.67

Spin multiplicity: 1
Charge: +3
E_HOMO (alpha / beta) (eV): -17.59 / -17.68
ΔE to the lowest compared entry with this formula, charge and spin (kJ/mol): 41.4
Frontier orbital gap (alpha / beta) (eV): 4.21 / 5.83

***

ORCA calculation (ωB97M-V with the def2-TZVPD basis set) on a 2-piece molecular cluster, C10H21INS overall.

Cartesian coordinates (Å):
H 5.21 0.76 -0.20
H -3.90 2.10 0.53
C 1.57 -0.19 0.54
H 3.64 -0.94 0.79
C -1.27 -1.03 1.08
H 2.27 -0.01 2.60
H -1.54 0.43 -2.05
H -2.70 -0.58 -1.10
C 1.67 0.56 1.89
C -1.98 0.22 -1.09
H 0.69 0.71 2.33
H -2.91 1.61 1.89
C 0.33 0.47 -0.17
C -3.23 1.32 0.89
C 3.15 -0.36 0.02
H -0.07 2.04 -1.63
H -3.80 0.40 0.95
H 0.03 -2.45 -2.45
H 1.50 2.10 -0.81
H -1.49 -2.88 -2.13
S 3.97 1.23 -0.19
C 0.72 1.44 -1.19
H 1.22 0.88 -1.99
H 2.13 1.53 1.75
H -2.34 -1.17 1.20
I 3.14 -1.60 -1.79
C -0.98 0.09 0.12
H -0.86 -1.95 0.68
C -2.08 1.24 -0.06
H 1.28 -1.22 0.74
H -0.85 -0.84 2.07
H -0.28 -3.49 -1.25
N -0.61 -2.64 -1.69
H -1.64 2.21 -0.26

Spin multiplicity: 3
Charge: +1
E_HOMO (alpha / beta) (eV): -9.02 / -12.36
Expectation value of S²: 2.02
Frontier orbital gap (alpha / beta) (eV): 4.70 / 3.65